*i*
This record from the Open Molecules 2025 dataset describes the molecule C2H2N2O2. The level of theory is the ωB97M-V functional and the def2-TZVPD basis.

Computed properties:
E_HOMO, eV: -10.1527
Orbital gap, eV: 10.4
SMILES string: O=c1nco[nH]1

Last column: Löwdin charge in e.
Atoms and positions in Å:
C 1.016 -0.038 -0.073  -0.57
C -0.962 -0.781 -0.022  -0.19
H -1.865 -1.296 -0.325  0.15
H 0.185 1.901 0.550  0.22
N 0.300 -1.191 0.027  0.17
N 0.178 1.079 -0.194  0.16
O 2.241 -0.137 -0.007  0.05
O -1.093 0.464 0.044  0.00



*ii*
This record from the Open Molecules 2025 dataset describes the molecule C2H2N2O2. The level of theory is the ωB97M-V functional and the def2-TZVPD basis.

Computed properties:
E_HOMO, eV: -10.2741
Orbital gap, eV: 10.9
SMILES string: O=c1nco[nH]1

Last column: Löwdin charge in e.
Atoms and positions in Å:
C 0.128 -0.314 0.751  -0.53
C -0.140 1.149 -0.810  -0.20
H -0.196 2.044 -1.426  0.14
H -0.226 -1.909 -0.667  0.19
N 0.063 1.116 0.437  0.18
N -0.025 -0.912 -0.460  0.10
O 0.230 -0.816 1.839  0.08
O -0.201 -0.006 -1.513  0.03



Stability summary: most stable *ii*, least stable *i*.



*i*
This record from the Open Molecules 2025 dataset describes the molecule C2H2N2O2. The level of theory is the ωB97M-V functional and the def2-TZVPD basis.

Computed properties:
E_HOMO, eV: -9.8214
Orbital gap, eV: 10.2
SMILES string: Oc1cnno1

Last column: Löwdin charge in e.
Atoms and positions in Å:
C 0.418 -0.105 -0.036  -0.43
C -0.442 0.936 -0.005  -0.05
H 2.105 -0.979 0.103  0.13
H -0.268 2.013 -0.019  0.12
N -1.695 0.357 -0.006  0.01
N -1.631 -0.894 0.000  0.05
O 1.752 -0.085 -0.012  0.13
O -0.239 -1.244 -0.025  0.04



*ii*
This record from the Open Molecules 2025 dataset describes a structure of composition C2H2N2O2. The level of theory is the ωB97M-V functional and the def2-TZVPD basis.

Computed properties:
E_HOMO, eV: -10.3870
Orbital gap, eV: 9.3

Last column: Löwdin charge in e.
Atoms and positions in Å:
O 2.036 -0.170 0.013  0.10
C 0.597 -0.121 -0.078  -0.55
N 0.801 -1.379 -0.179  0.35
O -1.809 -0.723 -0.313  0.03
C -1.492 0.445 -0.186  -0.34
N -0.179 0.890 -0.034  0.13
H 2.277 -0.201 0.958  0.15
H -2.231 1.259 -0.182  0.12



Stability summary: most stable *i*, least stable *ii*.